Record 1
A molecular structure, C5H8CaLiO3, computed with the ωB97M-V functional and the def2-TZVPD basis.

```
18
Properties=species:S:1:pos:R:3:forces:R:3
C -0.2460 0.5062 -0.0041 0.7658 2.7391 -0.9495
C 0.1184 1.7400 0.4584 -0.0598 -1.5863 -1.6974
H 0.5387 -0.2146 -0.2715 -0.4702 -0.2779 0.6351
H -1.2576 0.3623 -0.4158 0.1561 -0.3524 0.5451
H 0.3814 2.7084 0.0237 -0.4949 -0.1256 0.2032
Ca 0.6690 1.5405 2.6858 -0.2362 -1.3528 0.6125
O -1.2738 -2.1170 3.4345 -0.1603 -0.4144 0.7145
Li -0.9185 -4.2471 2.6556 0.1737 0.2573 -0.1305
O 0.0476 -2.7885 1.8686 0.1583 0.0531 0.2151
C -0.3498 -1.8136 2.5135 -0.4908 -0.2752 -1.0529
O -0.0953 -0.5887 2.2951 0.8601 1.1898 0.7735
C -1.7107 -1.1339 4.3949 -0.1604 0.2440 0.0415
C -2.7210 -1.7808 5.3094 -0.0852 -0.0560 0.1903
H -0.8299 -0.7984 4.9590 -0.1432 -0.0062 -0.0744
H -2.1530 -0.2935 3.8439 0.0759 -0.1535 0.1224
H -2.2590 -2.5797 5.9038 -0.1317 0.2124 -0.1382
H -3.1056 -1.0182 5.9999 0.0406 -0.2721 -0.1546
H -3.5630 -2.1973 4.7414 0.2021 0.1768 0.1442
```
Positions in Å, forces in eV/Å.

Values from the calculation:
* expectation value of S²: 0.76
* multiplicity: 2
* frontier orbital gap (spin up / spin down): 8.1 / 9.2 eV
* charge: +2
* max |F|: 3.00 eV Å⁻¹
* molar mass: 163.14 g/mol
* relative energy (zero: lowest compared OMol25 entry of this formula, charge and spin): 0.376 eV



Record 2
A molecular structure, C5H8Cl7CrO3, computed with the ωB97M-V functional and the def2-TZVPD basis.

```
24
Properties=species:S:1:pos:R:3:forces:R:3
Cr 3.5364 3.8172 -2.4383 1.3469 3.4231 -0.5793
Cl 3.1878 6.3508 -2.2317 0.2140 -2.7448 -0.0898
C 7.3744 2.2841 -2.6721 -0.0936 -1.2826 0.5335
O 7.6609 3.6308 -2.8698 -0.2421 2.5805 -0.5689
C 6.7167 4.5060 -3.2051 1.2881 0.2939 -0.1932
O 5.5156 4.2102 -3.3204 -1.1315 -0.4027 0.5718
O 7.2479 5.6996 -3.4416 0.5496 -2.5558 0.5214
C 6.5650 6.6080 -4.2776 -1.1604 1.3334 0.1012
H 8.2277 1.8647 -2.1392 -0.1150 0.1635 0.0721
H 7.3104 1.7413 -3.6151 -0.3571 0.1725 -0.0472
H 6.4875 2.1843 -2.0463 -0.0718 -0.2937 -0.1253
H 6.4582 6.2315 -5.2950 -0.2129 -0.1944 0.2117
H 7.1141 7.5485 -4.3237 0.4153 -0.3850 0.2004
H 5.6386 6.8560 -3.7595 -0.3638 -0.0796 -0.5934
C 5.7569 8.2351 -0.2105 0.7869 -0.0748 0.9712
Cl 7.3229 7.4307 -0.6292 -0.5433 0.3197 0.0435
Cl 5.4040 9.5498 -1.3200 -0.1709 -0.4531 -0.0024
Cl 5.8447 8.8766 1.4705 -0.0672 -0.3582 -0.7444
H 5.0286 7.4241 -0.2088 -0.1577 0.5467 -0.2628
C 1.4961 9.2081 -0.7279 -0.4957 0.7542 0.4668
Cl 1.9014 8.3817 0.7851 0.0746 -0.2375 -0.4062
Cl 1.6095 11.0038 -0.3355 -0.1935 -1.4201 -0.8559
Cl -0.1171 8.7024 -1.3191 0.4640 0.4352 0.3344
H 2.1625 8.9095 -1.5372 0.2370 0.4597 0.4407
```
Positions in Å, forces in eV/Å.

Values from the calculation:
* expectation value of S²: 6.08
* multiplicity: 5
* frontier orbital gap (spin up / spin down): 5.4 / 6.6 eV
* charge: +1
* max |F|: 3.72 eV Å⁻¹
* molar mass: 416.28 g/mol
* relative energy (zero: lowest compared OMol25 entry of this formula, charge and spin): 0.000 eV



Record 3
A single C5H8ClFS molecule, computed with the ωB97M-V functional and the def2-TZVPD basis.

```
16
Properties=species:S:1:pos:R:3:forces:R:3
C -1.5683 0.9837 -0.4619 -0.8302 -0.4211 -0.1059
C -0.6733 0.3816 0.6373 -0.1855 0.4874 -0.0046
C 0.8331 0.6608 0.3618 -0.1661 -0.0021 0.9825
F 1.1402 1.7764 -0.3860 0.0004 -0.1474 0.0475
C 0.9598 -0.6826 -0.3523 -0.8762 -0.1883 -1.5989
S 2.4313 -1.7230 -0.1468 -0.2699 0.2705 0.0272
C -0.3226 -1.1091 0.4215 0.1814 0.5284 0.1690
Cl -1.6407 -2.0710 -0.2291 0.0577 -0.4855 -0.5420
H -1.5787 2.0777 -0.5516 0.4416 -0.2763 0.4025
H -2.6436 0.6944 -0.3600 0.9267 -0.0152 0.1265
H -1.2339 0.5852 -1.4206 -0.1258 0.1403 -0.1068
H -1.0649 0.5725 1.6515 0.3304 0.2351 -0.4484
H 1.4006 0.6945 1.3073 -0.0154 0.0509 -0.4461
H 0.7135 -0.5200 -1.4519 0.3551 -0.2644 1.3295
H 3.2798 -0.7103 -0.3566 0.1437 -0.0377 -0.0441
H -0.0321 -1.6105 1.3373 0.0321 0.1253 0.2120
```
Positions in Å, forces in eV/Å.

Values from the calculation:
* frontier orbital gap: 10.3 eV
* max |F|: 1.83 eV Å⁻¹
* molar mass: 154.64 g/mol
* relative energy (zero: lowest compared OMol25 entry of this formula, charge and spin): 0.576 eV



Record 4
2 unconnected molecules or ions with the total composition C5H8ClI, computed with the ωB97M-V functional and the def2-TZVPD basis.

```
15
Properties=species:S:1:pos:R:3:forces:R:3
C -0.5244 0.3381 -0.3143 3.6989 4.1653 0.7499
C -1.0115 -0.7145 0.2209 -0.3576 -1.1573 0.4990
C -0.6153 1.2317 -1.4994 -1.8050 -0.1485 0.4929
C -0.2645 -1.6811 1.0644 0.2365 -3.7439 0.0936
C 1.4218 1.0760 0.6568 -3.8793 -0.5384 -0.8357
Cl -2.5577 -1.2730 -0.4167 -0.1506 -0.1220 -0.0218
I 2.8984 -0.1694 -0.0166 0.6583 -0.0432 -0.2838
H -1.2704 0.8080 -2.2623 -0.1409 -0.0634 0.0229
H -0.8751 2.3085 -1.4032 0.1306 -0.7969 0.5715
H 0.3618 1.1584 -1.8469 1.7955 0.2500 -1.2041
H -0.9696 -2.6304 1.1760 1.6847 1.8037 -0.2319
H 0.1046 -1.5013 2.0906 -0.5880 0.8156 -0.5042
H 0.6951 -2.0114 0.4968 -1.7602 0.3911 0.8382
H 1.1811 0.9214 1.7083 0.2339 0.0937 -0.2390
H 1.4257 2.1391 0.3456 0.2430 -0.9057 0.0525
```
Positions in Å, forces in eV/Å.

Values from the calculation:
* frontier orbital gap: 8.6 eV
* max |F|: 5.62 eV Å⁻¹
* molar mass: 230.48 g/mol
* relative energy (zero: lowest compared OMol25 entry of this formula, charge and spin): 2.703 eV



Record 5
A gas-phase ion, C5H8ClN2O (charge +1), computed with the ωB97M-V functional and the def2-TZVPD basis.

```
17
Properties=species:S:1:pos:R:3:forces:R:3
C 0.5378 0.5706 -0.5960 1.1331 -0.2236 1.6214
C 2.2097 0.8921 0.8451 -2.5256 -0.5503 -1.5633
C -0.7658 -0.1165 -0.2336 -0.4824 -0.1060 -2.8157
C 1.5211 -0.5880 -0.6788 -1.2785 0.3174 -1.0130
C -2.9872 0.0916 0.4122 1.0289 -2.0628 -2.5858
N 1.1222 1.4251 0.4742 -0.4165 -0.0559 -0.5449
N 2.4910 -0.3016 0.1087 4.8104 -1.2813 2.4083
O -1.6369 0.4746 0.5379 3.4836 0.0740 -0.3114
Cl 0.0834 -1.8536 0.3374 -1.3044 -0.2244 0.8715
H 0.4124 0.9948 -1.5744 0.1008 1.0467 -0.2421
H 2.7436 1.2040 1.6824 1.2811 0.4182 1.0201
H -1.1390 -0.4756 -1.2710 -0.0787 0.1290 1.9049
H 1.5306 -1.2576 -1.5037 0.5721 -0.4052 -0.4137
H -3.2444 0.4726 1.3583 -2.3687 0.3552 0.5301
H -2.9480 -1.0231 0.3155 -0.7603 0.6804 0.6982
H -3.2734 0.4248 -0.6333 -0.7726 0.3154 1.7676
H 3.3429 -0.9344 0.4192 -2.4223 1.5733 -1.3323
```
Positions in Å, forces in eV/Å.

Values from the calculation:
* frontier orbital gap: 10.0 eV
* charge: +1
* max |F|: 5.53 eV Å⁻¹
* molar mass: 147.59 g/mol
* relative energy (zero: lowest compared OMol25 entry of this formula, charge and spin): 3.067 eV



Record 6
A single C5H8ClN3O2 molecule, computed with the ωB97M-V functional and the def2-TZVPD basis.

```
19
Properties=species:S:1:pos:R:3:forces:R:3
C -0.4801 0.9733 0.7652 -1.1341 0.2057 0.5387
C 0.9870 0.8682 0.4775 0.4951 -0.7248 2.2177
C 0.9414 -0.3125 -0.3931 -0.5921 -1.4649 -0.5084
C -2.4584 1.2070 2.0582 -0.8599 0.2460 0.6835
C 1.8861 -1.7670 -1.9423 -0.3444 1.1125 -2.5736
N -1.1712 0.5797 -0.2342 -1.1343 1.6197 2.9537
N -0.9355 -0.2401 -2.2237 1.6168 -1.5858 -3.5312
N -0.3271 -0.0224 -1.2629 -2.7270 0.6992 3.6310
O -0.9971 1.3747 1.9950 -0.0518 -0.2263 -2.5449
O 1.9486 -0.5673 -1.1534 2.2121 -0.8846 0.3694
Cl 0.5669 -1.7371 0.9719 0.1709 0.5783 -1.6159
H 1.3245 1.7257 -0.0367 0.5767 1.0387 -0.5966
H 1.6463 0.5684 1.3098 -0.4036 0.7832 -0.1295
H -2.7109 1.2564 3.1794 0.3992 0.2919 -1.8536
H -2.6684 0.1819 1.7260 -0.0934 0.3460 -0.0171
H -3.1191 1.9375 1.4052 1.8154 -1.2194 1.3637
H 2.3924 -1.4125 -2.8871 -0.4627 -0.8970 0.8974
H 0.8360 -1.9374 -2.1856 0.1977 -0.2470 -0.0594
H 2.3385 -2.6765 -1.5692 0.3193 0.3286 0.7750
```
Positions in Å, forces in eV/Å.

Values from the calculation:
* frontier orbital gap: 8.4 eV
* max |F|: 4.59 eV Å⁻¹
* molar mass: 177.59 g/mol
* relative energy (zero: lowest compared OMol25 entry of this formula, charge and spin): 2.189 eV



Record 7
2 unconnected molecules or ions with the total composition C5H8ClNO, computed with the ωB97M-V functional and the def2-TZVPD basis.

```
16
Properties=species:S:1:pos:R:3:forces:R:3
C 2.1630 -0.9855 0.7124 -1.4882 1.5359 -5.1727
C 1.0976 -1.1583 -0.0795 -0.1452 -1.1776 2.0508
C 0.7205 -0.7985 -1.4353 5.6558 0.6511 -2.5234
Cl -0.2846 -1.9852 0.5849 -0.5208 -0.6768 0.8252
H 2.3385 -1.3130 1.6348 0.1417 -1.3343 3.5704
H 2.8969 -0.3997 0.2228 1.1120 0.3821 -0.1814
H 0.1806 -1.4689 -2.0046 -1.1563 -1.9721 -0.5271
H 1.6655 -0.5763 -2.1442 -1.6660 -0.4409 1.7355
H 0.2032 0.0678 -1.4750 -1.8224 2.9056 0.1845
C -0.9182 1.7367 1.0036 -3.0842 0.5683 1.6606
N -1.5660 1.0377 -0.0719 0.4277 0.1135 -0.2439
C -2.5124 0.3328 -0.2328 0.5949 0.8144 0.1192
O -3.4270 -0.3074 -0.5245 -1.2012 -1.0883 -0.3163
H -1.5722 1.5134 2.0028 2.2996 0.3260 -1.9761
H 0.1312 1.4858 0.9852 0.1674 0.0351 0.6093
H -1.1166 2.8187 0.8215 0.6854 -0.6421 0.1853
```
Positions in Å, forces in eV/Å.

Values from the calculation:
* frontier orbital gap: 10.2 eV
* max |F|: 6.23 eV Å⁻¹
* molar mass: 133.58 g/mol
* relative energy (zero: lowest compared OMol25 entry of this formula, charge and spin): 2.425 eV



Record 8
A single C5H8ClNS molecule, computed with the ωB97M-V functional and the def2-TZVPD basis.

```
16
Properties=species:S:1:pos:R:3:forces:R:3
S 3.6864 -0.7653 0.0067 0.1400 -0.3944 0.0891
C 2.2891 -0.5526 -0.7324 -0.8266 0.8069 -1.7664
C 1.2898 0.5480 -0.3251 0.1559 -2.3549 1.1246
N -0.0706 0.0418 -0.4899 -0.4470 0.7924 -0.2324
C -1.1978 0.9682 -0.1550 -0.4277 0.2566 -0.8318
C -1.9227 -0.1554 0.6274 0.7435 -0.3254 -1.0090
Cl -3.1020 -0.9727 -0.4833 0.1764 0.1157 0.5493
C -0.5218 -0.8571 0.5624 -0.1693 1.1811 1.8368
H 2.0128 -1.0246 -1.7394 0.4210 0.2753 1.5266
H 1.5625 0.7467 0.7495 -0.4465 0.4742 -0.7635
H 1.4772 1.3691 -0.9799 0.0092 0.8385 -0.3423
H -0.8536 1.7274 0.5506 -0.1409 0.3741 -0.1141
H -1.7728 1.3899 -1.0475 0.9274 -0.3810 1.2854
H -2.4243 0.0522 1.5870 0.3900 -0.1426 -0.6009
H -0.5096 -1.8976 0.3654 0.0819 -1.0411 -0.2406
H 0.0575 -0.6179 1.5036 -0.5874 -0.4755 -0.5110
```
Positions in Å, forces in eV/Å.

Values from the calculation:
* frontier orbital gap: 8.6 eV
* max |F|: 2.61 eV Å⁻¹
* molar mass: 149.65 g/mol
* relative energy (zero: lowest compared OMol25 entry of this formula, charge and spin): 1.725 eV